The following is a quantum chemistry calculation of a 2-piece molecular cluster, C4H10NO overall, from OMol25.

Each atom is followed by the atoms it is bonded to, with distances in Å.
Element x y z (Å)
1 O -2.06856 -0.67690 -0.48575  C3 1.170
2 N 0.28117 0.39971 -0.25776  C4 1.269, C5 1.406, H15 1.085
3 C -2.72421 0.25872 -0.23268  O1 1.170, H7 1.172, H8 1.162
4 C 1.24253 -0.36942 0.05080  N2 1.269, C6 1.498, H9 1.121
5 C 0.10315 1.72663 0.17070  N2 1.406, H10 1.192, H14 1.119, H16 1.079
6 C 1.19339 -1.81581 -0.33583  C4 1.498, H11 1.127, H12 1.140, H13 1.062
7 H -3.73284 0.16733 0.35807  C3 1.172
8 H -2.29143 1.31514 -0.44947  C3 1.162
9 H 2.01345 -0.01305 0.78264  C4 1.121
10 H -0.83421 1.80414 0.90326  C5 1.192
11 H 2.15557 -2.01800 -0.88707  C6 1.127
12 H 1.27952 -2.48781 0.58099  C6 1.140
13 H 0.27661 -1.91558 -0.86155  C6 1.062
14 H -0.13578 2.38703 -0.70050  C5 1.119
15 H -0.68451 -0.01209 -0.53022  N2 1.085
16 H 0.95710 2.25850 0.55982  C5 1.079

Charge: +1
LUMO in eV: -4.3
Frontier orbital gap in eV: 10.812
Energy above the lowest of the compared OMol25 structures with the same formula, charge and spin in kcal per mole: 50.1

Atomic partial charges in e from the Mulliken method, atoms 1 to 8:
1. O -0.41
2. N 0.04
3. C -0.24
4. C 0.31
5. C -1.03
6. C -1.01
7. H 0.27
8. H 0.27